[1]
The following is a quantum chemistry calculation of C16H21BrN5ORuS as an isolated structure, from the Open Molecules 2025 dataset.

Each line ends with the Mulliken charge.
Element x y z (Å)
1 Ru -0.610120 -0.075904 0.036406  0.283
2 C 4.353064 -3.781096 1.631265  -1.202
3 C 2.875493 -3.815490 1.262078  -0.341
4 N 2.148337 -2.762481 1.985756  -0.062
5 C 1.377628 -1.823787 1.501136  0.716
6 S 1.051457 -1.647489 -0.206479  -0.359
7 N 0.899956 -0.965276 2.457323  -0.813
8 N 0.135915 -0.006262 1.952071  0.786
9 C -0.196833 1.012773 2.743973  0.409
10 C 0.141417 1.075959 4.178295  -1.434
11 C -0.848187 2.104300 2.032004  0.733
12 C -1.167601 3.300582 2.645080  -0.486
13 C -1.666522 4.351745 1.871065  -0.543
14 C -1.810446 4.165575 0.513411  -0.862
15 C -1.486040 2.926154 -0.042289  -0.112
16 N -1.032746 1.916731 0.689294  0.099
17 H 4.852348 -4.598334 1.113671  0.361
18 H 4.499533 -3.929832 2.701380  0.408
19 H 4.817635 -2.844326 1.327753  0.348
20 H 2.420101 -4.762539 1.563986  0.286
21 H 2.708146 -3.673990 0.196723  0.378
22 H 2.282340 -2.736181 2.997294  0.355
23 H 0.480758 0.119060 4.558194  0.366
24 H -0.726546 1.412927 4.748383  0.441
25 H 0.934606 1.816242 4.333378  0.413
26 H -1.018395 3.428925 3.707988  0.381
27 H -1.918846 5.297496 2.332460  0.479
28 H -2.170809 4.956744 -0.129884  0.443
29 H -1.599847 2.751828 -1.103640  0.624
30 C 0.735703 0.063652 -5.303792  -1.475
31 C -0.362595 0.158762 -4.289709  0.358
32 C -1.695977 0.350886 -4.665216  -0.218
33 C -2.694747 0.436616 -3.710186  -0.706
34 C -2.337740 0.330417 -2.382732  0.338
35 Br -3.658973 0.468761 -1.041259  -0.030
36 N -1.071201 0.133054 -1.985272  0.208
37 C -0.106348 0.049196 -2.937430  -0.315
38 H 0.735905 0.943369 -5.947468  0.381
39 H 0.584656 -0.807938 -5.941890  0.370
40 H 1.713651 -0.019040 -4.834465  0.391
41 H -1.954027 0.434759 -5.714427  0.513
42 H -3.730030 0.583134 -3.984588  0.460
43 H 0.904553 -0.099253 -2.580788  0.388
44 O -2.006597 -1.800225 0.636451  -0.392
45 H -1.811617 -2.714462 0.384888  0.335
46 H -2.970426 -1.725733 0.699793  0.301

Forces on atoms 1 to 2 (eV/Å):
0.07 -0.02 -0.01
-0.02 -0.01 0.00

Summary:
orbital gap (spin up / spin down)	7.78 / 5.74	eV
2S+1	5
charge	+3
HOMO energy (spin up / spin down)	-18.28 / -18.27	eV



[2]
The following is a quantum chemistry calculation of C16H21Cl3OSeW as an isolated structure, from the Open Molecules 2025 dataset.

Each line ends with the Mulliken charge.
Element x y z (Å)
1 C -0.607363 0.788656 -2.531872  1.114
2 C -1.435063 -0.347244 -2.381272  -0.034
3 C -0.611563 -1.473444 -2.154172  1.006
4 C -2.911563 -0.364344 -2.491972  -1.605
5 C 0.757937 -1.042344 -2.183472  0.840
6 C 0.762537 0.367856 -2.419372  0.750
7 C 1.959837 1.218856 -2.634672  -1.764
8 C -1.088063 2.143756 -2.888872  -1.921
9 C -1.094763 -2.870544 -2.053872  -1.868
10 C 1.949437 -1.926244 -2.122172  -1.788
11 W -0.054363 -0.002044 -0.318472  0.524
12 Cl -2.224763 0.147256 0.617128  -0.456
13 Cl 0.043537 2.358056 0.045028  -0.296
14 Cl 0.019637 -2.151344 0.812628  -0.446
15 H -3.347463 0.579556 -2.181772  0.360
16 H -3.349963 -1.147144 -1.881772  0.362
17 H -3.199063 -0.544344 -3.529972  0.342
18 H -1.955063 -2.950744 -1.395872  0.417
19 H -0.329163 -3.536844 -1.675472  0.349
20 H -1.393963 -3.218744 -3.044572  0.346
21 H 1.799937 -2.747844 -1.428172  0.348
22 H 2.831937 -1.379244 -1.805272  0.366
23 H 2.153437 -2.346944 -3.108172  0.301
24 H 2.815337 0.846556 -2.080372  0.350
25 H 1.782937 2.238256 -2.308172  0.387
26 H 2.221537 1.235856 -3.694172  0.280
27 H -1.955263 2.428556 -2.300372  0.434
28 H -1.375163 2.156056 -3.942372  0.330
29 H -0.325663 2.897056 -2.734572  0.406
30 O 2.760437 4.291856 0.021928  -1.081
31 H 3.714637 4.287756 0.202228  0.092
32 Se 1.432337 0.367056 1.900528  -0.222
33 C 0.486637 0.128456 3.641928  0.109
34 C -0.739563 0.697556 4.111628  -0.146
35 C -1.115863 0.548256 5.475928  -0.461
36 C -0.292763 -0.147344 6.369928  -0.326
37 C 0.887137 -0.721944 5.909828  -0.504
38 C 1.258537 -0.584244 4.572328  -0.502
39 H -1.385463 1.280256 3.471728  0.370
40 H -2.027363 0.994256 5.866728  0.320
41 H -0.552763 -0.234544 7.422628  0.313
42 H 1.536237 -1.253244 6.595828  0.313
43 H 2.198037 -1.011044 4.253328  0.291

Forces on atoms 1 to 2 (eV/Å):
0.40 -0.37 0.07
0.61 0.01 0.13

Summary:
orbital gap (spin up / spin down)	4.37 / 4.36	eV
2S+1	3
charge	-2
HOMO energy (spin up / spin down)	0.29 / 0.29	eV



[3]
The following is a quantum chemistry calculation of one molecule with the formula C16H21ClINO4S, from the Open Molecules 2025 dataset.

Each line ends with the Mulliken charge.
Element x y z (Å)
1 C -3.349613 1.686311 0.312772  -0.823
2 C -2.772744 2.403992 -0.696922  -0.137
3 C -2.016863 1.669073 -1.799678  -0.877
4 C -0.861928 0.975427 -1.107657  0.192
5 N 0.156892 1.783301 -0.853853  -0.056
6 C 1.303281 1.358212 -0.184309  -0.774
7 I 3.007662 2.700758 0.104583  0.177
8 C 1.387017 0.034624 0.174528  1.232
9 C 2.644536 -0.559109 0.789999  -1.409
10 C 3.192945 -0.087291 2.149802  -0.677
11 C 2.173165 0.115927 3.291685  -0.232
12 C 1.887197 1.508381 3.736236  0.301
13 O 0.800810 1.994130 3.625095  -0.511
14 O 2.896001 2.185662 4.334785  -0.493
15 C 0.283657 -0.818375 -0.107732  0.376
16 C 0.376618 -2.271752 0.269249  -0.228
17 O 1.182258 -2.979792 -0.245911  -0.495
18 O -0.477487 -2.766048 1.178392  -0.528
19 C -0.852799 -0.382186 -0.749806  0.899
20 C -2.025206 -1.274918 -1.094150  -1.069
21 C -2.145371 -1.591529 -2.605271  -1.030
22 C -0.876368 -2.041941 -3.304935  -0.640
23 S -0.570224 -3.807786 -2.992026  -0.247
24 H -4.134607 0.983340 0.051174  0.371
25 H -3.017793 1.775703 1.339245  0.278
26 H -2.826774 3.485773 -0.709774  0.358
27 H -1.583459 2.414483 -2.463756  0.499
28 H -2.643752 0.967491 -2.335199  0.017
29 H 0.130282 2.758292 -1.120993  0.478
30 H 2.481881 -1.614227 0.946853  0.391
31 H 3.418254 -0.486202 0.028906  0.436
32 H 3.811509 -0.913652 2.489118  0.458
33 H 3.862731 0.756717 2.045983  0.431
34 H 2.601524 -0.394224 4.155276  0.401
35 H 1.220764 -0.361532 3.089129  0.074
36 H 2.765952 3.110640 4.087318  0.379
37 H -0.853308 -2.054597 1.713646  0.438
38 H -2.934113 -0.764227 -0.787849  -0.036
39 H -2.013393 -2.210211 -0.551885  0.710
40 H -2.600789 -0.779835 -3.161970  0.322
41 H -2.846099 -2.422878 -2.690716  0.602
42 H 0.001137 -1.440461 -3.078493  0.335
43 H -1.043214 -1.942818 -4.373834  0.467
44 H 0.428643 -4.022991 -3.855622  0.135
45 Cl 0.431187 3.320341 0.958568  -0.495

Forces on atoms 1 to 2 (eV/Å):
0.07 0.36 -0.65
-0.51 -0.58 0.31

Summary:
orbital gap	6.64	eV
charge	0
HOMO energy	-7.42	eV



[4]
The following is a quantum chemistry calculation of C16H21F4GaIO14 as an isolated structure, from the Open Molecules 2025 dataset.

Each line ends with the Mulliken charge.
Element x y z (Å)
1 O 4.205054 1.256437 -0.299330  -0.542
2 C 4.508251 2.196055 -0.980952  0.393
3 O 5.211519 2.036304 -2.137074  -0.481
4 C 4.127141 3.599223 -0.607572  -0.410
5 C 3.315723 4.303655 -1.738584  -0.584
6 C 1.809342 4.352057 -1.474893  -0.852
7 Ga 0.848811 2.557645 -1.589425  0.213
8 I -0.175817 1.970167 0.779261  -0.407
9 H 4.886576 1.190492 -2.480697  0.346
10 H 5.043862 4.192213 -0.495576  0.348
11 H 3.605858 3.646930 0.344357  0.263
12 H 3.679373 5.343270 -1.742915  0.295
13 H 3.585328 3.898167 -2.715287  0.324
14 H 1.322820 5.047615 -2.167399  0.386
15 H 1.643959 4.775569 -0.476357  0.378
16 H 1.747226 1.356191 -2.155572  -0.207
17 H -0.393084 2.735497 -2.629867  -0.353
18 C -0.613655 1.220272 6.410174  -0.366
19 C -2.094531 1.330052 6.133626  0.267
20 O -2.134882 2.168378 5.002690  -0.291
21 C -0.962330 1.966781 4.316129  0.482
22 O -0.757783 2.288211 3.201174  -0.444
23 O -0.048103 1.318624 5.102060  -0.285
24 F -2.751105 1.935396 7.159378  -0.294
25 H -0.246288 2.041748 7.027499  0.257
26 H -0.346819 0.275480 6.881127  0.307
27 H -2.583017 0.381477 5.902875  0.289
28 C 3.248806 -1.862024 5.385436  -0.472
29 C 1.764911 -1.825516 5.640587  0.641
30 O 1.660467 -2.297282 6.974580  -0.317
31 C 2.826234 -1.949084 7.598508  0.674
32 O 2.982278 -1.947715 8.772025  -0.510
33 O 3.774038 -1.597641 6.694877  -0.326
34 F 1.100981 -2.676287 4.823212  -0.317
35 H 3.583487 -2.843387 5.047655  0.269
36 H 3.573678 -1.111759 4.669753  0.312
37 H 1.323100 -0.830478 5.569559  0.053
38 C -0.004789 -1.074909 -4.888951  -0.427
39 C -1.491203 -0.984498 -4.641860  0.273
40 O -1.616626 -1.449510 -3.321843  -0.338
41 C -0.429900 -1.141455 -2.682053  0.549
42 O -0.281545 -1.137967 -1.517210  -0.432
43 O 0.528641 -0.831253 -3.593775  -0.237
44 F -2.191898 -1.820270 -5.471897  -0.294
45 H 0.292382 -2.070687 -5.226822  0.272
46 H 0.351569 -0.335998 -5.602692  0.279
47 H -1.900596 0.023798 -4.715205  0.302
48 C -5.623661 -4.243093 -4.463993  -0.426
49 C -4.685453 -4.278503 -5.645137  0.599
50 O -5.540329 -3.950170 -6.726220  -0.322
51 C -6.533431 -3.162515 -6.216413  0.660
52 O -7.265089 -2.500385 -6.868103  -0.499
53 O -6.562914 -3.239378 -4.861863  -0.321
54 F -4.180152 -5.523682 -5.844585  -0.290
55 H -6.142501 -5.192760 -4.324053  0.276
56 H -5.126268 -3.970303 -3.536968  0.296
57 H -3.867647 -3.559196 -5.595401  0.044

Forces on atoms 1 to 2 (eV/Å):
0.16 -0.50 -0.11
-0.57 0.00 1.26

Summary:
orbital gap	6.51	eV
charge	-1
HOMO energy	-4.37	eV